No. 1
Below is a molecular structure, C24H48AgO24 at a distorted geometry, with properties calculated with ωB97M-V/def2-TZVPD.

Positions of all 97 atoms, in Å:
Ag 0.42 0.86 0.74
C -0.61 4.91 2.49
O -1.05 4.06 3.54
C -1.41 2.78 3.20
O -1.28 2.25 2.06
O -1.87 2.22 4.29
C -2.72 1.15 4.22
H -1.15 4.78 1.55
H 0.43 4.73 2.22
H -0.65 5.96 2.75
H -3.11 1.07 5.23
H -2.11 0.26 4.08
H -3.50 1.26 3.46
C -2.40 -2.71 3.44
O -0.97 -2.73 3.88
C -0.12 -1.77 3.37
O -0.42 -0.90 2.48
O 1.11 -1.98 3.88
C 2.13 -1.09 3.47
H -2.67 -3.67 3.02
H -2.63 -2.02 2.63
H -2.99 -2.61 4.35
H 2.20 -1.23 2.39
H 3.12 -1.34 3.86
H 1.79 -0.07 3.66
C 1.47 -1.65 -2.81
O 2.72 -1.72 -2.24
C 2.92 -1.42 -0.91
O 2.09 -1.05 -0.11
O 4.28 -1.39 -0.74
C 4.75 -1.04 0.46
H 1.42 -2.31 -3.67
H 1.18 -0.64 -3.07
H 0.68 -2.16 -2.24
H 5.76 -1.44 0.50
H 4.34 -1.54 1.34
H 4.69 0.03 0.67
C -5.39 -4.59 -2.53
O -4.35 -3.89 -3.20
C -3.97 -2.66 -2.83
O -4.49 -2.00 -1.91
O -2.92 -2.39 -3.51
C -2.12 -1.24 -3.25
H -5.48 -4.34 -1.48
H -5.06 -5.61 -2.37
H -6.34 -4.62 -3.06
H -1.85 -0.77 -4.20
H -1.15 -1.31 -2.74
H -2.63 -0.44 -2.71
C -2.25 -6.25 -3.37
O -2.28 -5.61 -2.12
C -1.14 -4.99 -1.80
O -0.12 -4.91 -2.43
O -1.37 -4.49 -0.57
C -0.42 -3.63 0.07
H -1.79 -7.21 -3.59
H -1.92 -5.62 -4.19
H -3.29 -6.44 -3.65
H -0.45 -3.75 1.15
H -0.58 -2.64 -0.37
H 0.54 -4.10 -0.12
C -3.48 -0.16 0.50
O -3.52 1.07 -0.16
C -2.43 1.45 -0.87
O -1.36 0.86 -0.93
O -2.72 2.63 -1.42
C -1.69 3.48 -1.92
H -4.52 -0.29 0.79
H -2.88 -0.24 1.41
H -3.12 -0.94 -0.17
H -2.03 4.30 -2.55
H -0.92 2.94 -2.47
H -1.30 3.89 -0.99
C 1.07 4.78 -3.24
O 1.33 4.16 -1.98
C 1.95 3.01 -1.84
O 1.78 2.30 -0.88
O 2.79 2.77 -2.87
C 3.81 1.81 -2.66
H 1.21 5.80 -2.88
H 0.02 4.65 -3.51
H 1.79 4.54 -4.02
H 3.49 0.99 -2.03
H 4.68 2.27 -2.20
H 4.05 1.48 -3.67
C 4.65 1.73 4.00
O 4.91 2.63 2.99
C 3.88 3.00 2.10
O 2.71 2.65 2.25
O 4.38 3.84 1.14
C 3.38 4.71 0.69
H 4.43 0.75 3.59
H 3.82 2.04 4.63
H 5.62 1.57 4.48
H 2.37 4.32 0.54
H 3.78 5.50 0.05
H 3.04 5.34 1.51

Output
Gap between HOMO and LUMO in Eh: 0.3908
Charge: +1

Mulliken population analysis, charges in e, atoms 1 to 5: 1.79 -0.43 -0.36 0.48 -0.26

***

No. 2
Below is a single C5H8NO2 molecule at a distorted geometry, with properties calculated with ωB97M-V/def2-TZVPD.

Positions of all 16 atoms, in Å:
O 1.82 2.33 -0.65
C 1.24 2.19 0.40
O 0.63 3.09 1.10
C 1.10 0.82 1.13
C 1.03 -0.28 0.05
C -0.40 -0.45 -0.40
C -1.10 -1.58 -0.52
N -2.36 -1.64 -1.15
H 2.10 0.73 1.58
H 0.27 0.81 1.82
H 1.63 0.05 -0.79
H 1.35 -1.22 0.49
H -0.92 0.45 -0.73
H -0.70 -2.51 -0.12
H -2.61 -0.80 -1.64
H -3.09 -1.99 -0.55

Output
Spin multiplicity: 2
Energy relative to the best compared isomer or geometry (same formula, charge and spin) in kcal per mole: 16.7
Gap between HOMO and LUMO (spin up / spin down) in Eh: 0.3480 / 0.2050
Expectation value of S²: 0.754
Charge: 0

Mulliken population analysis, charges in e, atoms 1 to 5: -0.54 0.64 -0.28 -0.57 -0.58

***

No. 3
Below is a molecular structure, C30H28N3O4SiSn, with properties calculated with ωB97M-V/def2-TZVPD.

Positions of all 67 atoms, in Å:
Sn -0.10 -0.84 0.50
O -1.25 0.76 0.15
C -2.02 1.81 -0.11
C -2.78 1.85 -1.28
C -3.63 2.91 -1.52
C -3.76 3.95 -0.61
C -3.01 3.92 0.55
C -2.13 2.86 0.82
C -1.37 2.89 2.04
N -0.46 2.04 2.31
N 0.50 2.00 3.16
C 1.02 0.77 3.39
O 0.83 -0.20 2.63
C 1.93 0.66 4.55
C 2.12 1.74 5.41
C 2.97 1.61 6.50
C 3.62 0.41 6.73
C 3.43 -0.67 5.87
C 2.58 -0.54 4.79
H -2.70 1.03 -1.98
H -4.21 2.93 -2.44
H -4.43 4.77 -0.80
H -3.10 4.72 1.28
H -1.57 3.68 2.77
H 1.62 2.68 5.23
H 3.11 2.44 7.17
H 4.28 0.30 7.58
H 3.94 -1.61 6.06
H 2.42 -1.38 4.12
C 2.36 1.82 -2.88
Si 2.52 0.63 -1.45
C 4.20 -0.18 -1.34
C 2.16 1.54 0.14
N 1.24 -0.62 -1.58
C 1.08 -1.43 -2.61
C 2.00 -1.52 -3.71
C 1.78 -2.34 -4.77
C 0.62 -3.13 -4.82
C -0.31 -3.10 -3.79
C -0.08 -2.27 -2.71
O -0.92 -2.20 -1.65
C -2.29 -2.50 -1.81
C -2.84 -3.41 -0.94
C -4.21 -3.65 -1.01
C -4.98 -2.99 -1.95
C -4.40 -2.07 -2.81
C -3.04 -1.81 -2.75
H 3.09 2.62 -2.77
H 1.37 2.28 -2.89
H 2.52 1.36 -3.85
H 4.95 0.57 -1.06
H 4.52 -0.64 -2.27
H 4.21 -0.95 -0.56
H 2.80 2.43 0.19
H 2.41 0.95 1.03
H 1.13 1.89 0.21
H 2.90 -0.91 -3.67
H 2.49 -2.39 -5.59
H 0.45 -3.79 -5.66
H -1.20 -3.71 -3.83
H -2.21 -3.92 -0.22
H -4.66 -4.37 -0.34
H -6.05 -3.18 -2.01
H -5.01 -1.55 -3.54
H -2.57 -1.10 -3.41
O -2.03 -1.83 4.43
C -1.84 -2.03 3.34

Output
Energy relative to the best compared isomer or geometry (same formula, charge and spin) in kcal per mole: 18.8
Gap between HOMO and LUMO (spin up / spin down) in Eh: 0.2423 / 0.2136
Charge: +1

Mulliken population analysis, charges in e, atoms 1 to 5: 1.21 0.06 0.02 -0.22 -0.63

***

No. 4
Below is 2 unconnected molecules or ions with the total composition C3H12N2O at a distorted geometry, with properties calculated with ωB97M-V/def2-TZVPD.

Positions of all 18 atoms, in Å:
C -3.29 4.10 -1.65
O -3.06 3.83 -0.25
C -4.29 3.10 -2.20
H -2.33 3.98 -2.14
H -3.63 5.14 -1.79
H -3.06 4.68 0.20
H -5.30 3.20 -1.83
H -3.91 2.10 -1.97
H -4.30 3.18 -3.28
N 3.48 -3.99 2.82
C 3.96 -4.04 1.50
N 3.26 -3.13 0.65
H 2.72 -3.36 3.06
H 3.95 -4.50 3.58
H 3.74 -5.08 1.16
H 5.05 -3.84 1.47
H 3.61 -3.22 -0.29
H 3.41 -2.16 0.94

Output
Spin multiplicity: 2
Energy relative to the best compared isomer or geometry (same formula, charge and spin) in kcal per mole: 23.2
Gap between HOMO and LUMO (spin up / spin down) in Eh: 0.2961 / 0.1087
Expectation value of S²: 0.755
Charge: +1

Mulliken population analysis, charges in e, atoms 1 to 5: -0.17 -0.53 -1.01 0.20 0.31

***

Which value of charge does entry 4 give? +1

***

Which formula does entry 2 have? C5H8NO2

***

What is the charge in the second record? 0